# 1
A cluster of 11 separate species, H22O11 in total, computed with ωB97M-V/def2-TZVPD.

As for the total charge: 0. For the total energy, the calculation gives -22879.762 eV. The HOMO energy is -9.9 eV. As for the HOMO-LUMO gap: 9.97 eV. The multiplicity is 1. Its largest force on an atom is 2.83 eV/Å. The energy above the lowest of the compared OMol25 structures with the same formula, charge and spin comes out at 40.4 kcal per mole.

Geometry as XYZ:
```
33
Properties=species:S:1:pos:R:3:forces:R:3:mulliken_charge:R:1
O -13.1372 12.6297 2.0274 -0.072 0.497 0.425 -0.64
H -12.9669 12.3979 1.1222 0.204 -0.198 -0.482 0.26
H -13.1323 11.8005 2.5316 -0.208 0.010 -0.006 0.47
O -10.8118 7.2908 5.8757 -0.273 0.202 -0.034 -0.65
H -11.2650 8.0925 5.5196 0.719 -0.615 0.263 0.49
H -10.1366 7.6385 6.4681 -0.056 -0.091 -0.065 0.28
O -14.9727 8.4441 0.9818 -0.299 -1.498 0.659 -0.58
H -14.6578 9.2452 1.3427 0.934 1.381 1.411 0.18
H -15.1852 8.6966 0.1125 -0.621 0.103 -1.959 0.29
O -13.3572 7.3698 4.3288 -0.010 -1.123 0.254 -0.78
H -13.2815 6.4270 4.6318 -0.083 1.516 0.104 0.29
H -13.4358 7.9747 5.0923 0.317 -0.792 -0.124 0.26
O -15.9064 8.2255 4.1756 2.281 0.487 1.457 -0.70
H -15.0281 7.7624 4.0722 -0.864 0.781 0.136 0.45
H -16.4052 7.7826 3.5444 -1.837 -1.135 -1.831 0.34
O -10.7620 7.6198 2.9231 -0.847 -0.568 0.102 -0.63
H -10.2773 6.9383 3.3987 0.561 0.156 0.094 0.32
H -11.6649 7.3574 3.2043 0.294 0.657 -0.365 0.27
O -11.9042 9.6490 5.2477 0.195 0.351 -0.163 -0.63
H -11.9942 10.1624 6.0416 -0.318 0.302 0.837 0.25
H -11.5405 10.2960 4.6315 0.115 -0.098 -0.318 0.29
O -15.2015 12.2138 4.3483 1.040 0.450 1.985 -0.64
H -15.4022 13.0271 3.9250 0.001 1.433 -0.304 0.31
H -15.5559 11.6246 3.7137 -0.410 -1.062 -1.089 0.43
O -13.2326 10.0301 2.9340 -0.778 0.749 -0.691 -0.45
H -12.9671 9.5492 3.6986 0.012 -0.557 0.796 0.12
H -12.6238 9.7800 2.2335 0.474 -0.343 -0.476 0.51
O -11.8261 9.5860 0.7060 0.714 0.705 1.499 -0.60
H -12.4271 9.6560 -0.0045 -0.623 -0.331 -1.407 0.28
H -11.1358 8.9457 0.5583 0.072 -0.442 -0.279 0.27
O -16.4728 10.6920 2.7663 -0.911 1.039 0.175 -0.67
H -16.4116 10.2535 1.9480 -0.001 -0.658 -1.749 0.27
H -16.1740 10.0254 3.3646 0.279 -1.308 1.146 0.35
```
Positions in Å, forces in eV/Å.

=====

# 2
A structure of composition C25H24IN8O2Tc, computed with ωB97M-V/def2-TZVPD.

As for the total charge: +3. For the total energy, the calculation gives -52606.532 eV. The HOMO energy (alpha / beta) is -16.5 / -16.6 eV. As for the HOMO-LUMO gap (alpha / beta): 7.58 / 5.90 eV. The multiplicity is 4. Its largest force on an atom is 0.53 eV/Å. The energy above the lowest of the compared OMol25 structures with the same formula, charge and spin comes out at 2.7 kcal per mole.

Geometry as XYZ:
```
61
Properties=species:S:1:pos:R:3:forces:R:3:mulliken_spin:R:1
Tc -0.4548 -0.1369 0.9180 0.200 -0.199 -0.108 2.64
C 3.5405 -2.2815 0.0294 -0.006 0.029 -0.039 0.01
C 3.1395 -1.2054 -0.9336 0.197 -0.179 0.015 0.00
N 3.9537 -0.8966 -1.9254 -0.239 0.232 -0.149 -0.01
C 3.5944 0.0418 -2.8192 0.295 -0.245 0.104 0.04
C 2.4207 0.7572 -2.7621 -0.131 -0.027 0.102 0.01
C 2.1127 1.7990 -3.8117 -0.016 0.028 -0.039 0.00
O 0.7774 1.6706 -4.3026 0.065 -0.049 -0.052 0.00
C 1.5445 0.4631 -1.6870 -0.069 0.262 -0.151 -0.01
C 0.3099 1.1898 -1.6048 -0.111 0.227 0.102 0.03
N -0.6708 1.0854 -0.7494 -0.164 0.016 -0.125 0.00
C -1.8870 1.8458 -1.0287 0.133 -0.100 -0.045 0.00
C -2.1218 2.4496 -2.2664 -0.007 -0.048 -0.069 0.00
C -3.2881 3.1586 -2.5062 0.003 0.010 -0.003 0.00
C -4.2708 3.2697 -1.5352 -0.006 -0.006 0.003 0.00
C -4.0839 2.6489 -0.3112 0.023 0.042 -0.124 0.00
C -2.9072 1.9550 -0.0907 -0.015 -0.005 0.189 0.00
I -2.7510 1.0720 1.8029 -0.099 0.045 0.145 -0.02
C 1.9129 -0.5368 -0.7947 -0.133 -0.191 0.432 0.05
O 1.1156 -0.9056 0.2270 0.028 0.010 -0.281 0.17
H 4.5587 -2.5923 -0.1862 -0.002 0.008 -0.005 0.00
H 2.8847 -3.1498 -0.0626 -0.008 0.011 -0.012 0.00
H 3.4805 -1.9306 1.0610 0.018 0.001 0.003 0.00
H 4.3024 0.2161 -3.6212 0.001 0.001 0.006 0.00
H 2.8420 1.7152 -4.6158 0.000 -0.001 -0.007 0.00
H 2.2218 2.8032 -3.3944 -0.007 0.006 0.027 0.00
H 0.7940 1.3642 -5.2144 -0.004 0.021 -0.048 0.00
H 0.1795 1.9164 -2.3891 -0.004 0.063 -0.029 0.00
H -1.4251 2.3613 -3.0883 0.064 -0.030 0.006 0.00
H -3.4276 3.6169 -3.4759 -0.011 -0.003 0.007 0.00
H -5.1830 3.8180 -1.7268 0.013 0.002 -0.008 0.00
H -4.8474 2.7077 0.4528 0.007 0.003 0.000 0.00
N -0.4082 -1.6039 2.5052 -0.165 -0.147 0.053 -0.03
C -1.1166 -2.8306 2.1011 0.099 0.159 0.047 -0.03
C -1.1896 -3.9337 2.8986 -0.044 -0.105 0.049 0.00
C -1.8930 -5.0758 2.4565 0.035 0.057 0.021 0.00
C -2.5022 -5.0769 1.2341 -0.011 -0.001 -0.024 0.00
C -2.4296 -3.9393 0.3936 -0.070 -0.113 -0.048 -0.01
C -3.0318 -3.8791 -0.8830 -0.025 -0.065 0.026 0.02
C -2.9057 -2.7493 -1.6450 0.012 0.049 -0.028 0.00
C -2.1783 -1.6677 -1.1432 0.017 -0.053 0.062 0.01
N -1.6052 -1.6813 0.0540 -0.074 -0.043 0.050 -0.03
C -1.7239 -2.8096 0.8371 0.059 0.176 -0.112 0.03
H -0.8167 -1.2482 3.3688 0.050 -0.015 0.046 0.00
H 0.5650 -1.8204 2.7231 0.038 0.008 -0.060 0.00
H -0.7142 -3.9405 3.8730 -0.005 -0.009 -0.010 0.00
H -1.9449 -5.9459 3.0958 0.001 0.010 0.003 0.00
H -3.0462 -5.9476 0.8905 0.005 0.007 0.003 0.00
H -3.5899 -4.7330 -1.2484 0.012 0.005 0.002 0.00
H -3.3520 -2.6738 -2.6261 0.003 -0.006 0.005 0.00
H -2.0614 -0.7694 -1.7336 -0.007 0.009 0.002 0.00
N 3.9137 2.6531 3.7864 0.050 0.007 0.013 0.01
C 2.8499 3.4352 3.6585 0.028 -0.210 -0.063 0.00
N 2.8895 4.7023 4.0219 0.012 0.016 0.004 0.01
N 1.6845 2.9837 3.1714 -0.279 0.404 0.196 0.07
C 1.2027 2.0167 2.5719 0.131 -0.181 -0.282 0.08
N 0.6194 1.1800 1.9724 0.114 0.129 0.202 -0.07
H 4.7771 2.9920 4.1830 0.000 0.002 -0.002 0.00
H 3.8642 1.6774 3.5532 0.005 -0.017 -0.010 0.00
H 3.7122 5.1244 4.4236 0.004 -0.004 0.006 0.00
H 2.0646 5.2714 3.9182 -0.010 -0.003 0.001 0.00
```
Positions in Å, forces in eV/Å.

=====

# 3
The molecule C3H8N2OS, computed with ωB97M-V/def2-TZVPD.

As for the total charge: 0. For the total energy, the calculation gives -19101.888 eV. The HOMO energy is -8.5 eV. As for the HOMO-LUMO gap: 9.33 eV. The multiplicity is 1. Its largest force on an atom is 2.85 eV/Å. The energy above the lowest of the compared OMol25 structures with the same formula, charge and spin comes out at 60.3 kcal per mole.

Geometry as XYZ:
```
15
Properties=species:S:1:pos:R:3:forces:R:3:mulliken_charge:R:1
C -1.9542 -1.8178 -0.1589 -0.768 -0.741 0.888 -0.76
S -1.9123 -0.0439 -0.4305 0.648 0.218 0.538 -0.02
C -0.8062 0.4722 0.9528 -2.081 1.029 0.875 -0.53
O 0.5457 0.3022 0.7690 1.362 -0.721 0.106 -0.41
C 1.2036 1.1123 -0.1226 -0.603 0.711 -0.523 0.14
N 2.3408 0.8499 -0.6115 -1.204 1.089 0.187 -0.37
N 2.9655 -0.2308 -0.1257 0.091 -2.753 0.744 -0.37
H -2.5603 -2.2571 -0.9850 0.272 0.270 0.843 0.29
H -2.3733 -2.0480 0.8727 0.087 0.225 -1.408 0.24
H -0.9837 -2.2980 -0.1715 0.358 0.169 -0.277 0.28
H -1.0654 1.5576 1.1264 0.303 -0.881 -0.322 0.34
H -1.1224 -0.0484 1.9077 0.546 0.313 -1.202 0.29
H 0.6700 2.0220 -0.4044 0.179 -0.237 -0.041 0.39
H 3.5441 -0.6609 -0.8596 -0.496 0.223 0.743 0.25
H 2.3186 -0.9166 0.3826 1.307 1.088 -1.151 0.25
```
Positions in Å, forces in eV/Å.

=====

# 4
A cluster of 2 separate species, CH5OS in total, computed with ωB97M-V/def2-TZVPD.

As for the total charge: -1. For the total energy, the calculation gives -14001.362 eV. The HOMO energy is -2.5 eV. As for the HOMO-LUMO gap: 6.97 eV. The multiplicity is 1. Its largest force on an atom is 3.97 eV/Å. The energy above the lowest of the compared OMol25 structures with the same formula, charge and spin comes out at 10.2 kcal per mole.

Geometry as XYZ:
```
8
Properties=species:S:1:pos:R:3:forces:R:3:mulliken_charge:R:1
C 1.1588 0.3143 0.3574 2.204 0.255 -3.287 -0.74
S -0.1762 1.4942 -0.0930 0.236 -0.140 0.538 -0.69
H 2.0911 0.6051 -0.3123 -1.428 -0.266 1.071 0.13
H 1.0052 -0.7188 -0.1053 -0.177 0.923 1.470 0.22
H 1.6200 0.4091 1.3429 -0.715 -0.581 0.273 0.22
H -1.9738 -1.4100 0.0207 -0.189 1.313 -1.167 0.28
H -1.5659 0.0618 -0.5010 -0.391 -0.842 -0.071 0.22
O -2.1592 -0.7558 -0.7094 0.460 -0.662 1.173 -0.65
```
Positions in Å, forces in eV/Å.